No. 1
ORCA calculation (ωB97M-V/def2-TZVPD) on C11H14BF3N6O3STi as an isolated structure at a distorted geometry.

Output
- ΔE to the lowest compared entry with this formula, charge and spin (kcal/mol) = 0.0
- ⟨S²⟩ = 2.011
- multiplicity = 3
- HOMO (alpha / beta) (eV) = -6.2718 / -9.7354
- orbital gap (alpha / beta) (Eh) = 0.2470 / 0.3740
- largest force on an atom (eV/Å) = 3.587
- total charge = 0
- LUMO energy (alpha / beta) (eV) = 0.4500 / 0.4418

Cartesian coordinates (Å):
H1 -1.90545 -3.18954 0.90411
N1 -1.22446 -1.73518 -0.43353
B1 -0.39774 -0.33874 -2.41640
N2 -1.22324 -1.58410 -1.82120
C1 -1.88533 -2.62789 -2.35544
Ti1 -0.34817 -0.19607 0.36655
H2 -2.00306 -2.74124 -3.43163
C2 -2.31229 -3.49344 -1.32425
H3 -2.86434 -4.41455 -1.38337
C3 -1.87812 -2.90039 -0.13868
H4 -0.35270 -0.37541 -3.62517
C4 3.24845 2.18567 2.04302
H5 3.43609 3.10981 2.60559
H6 2.18388 1.86911 1.90130
H7 3.61615 2.37793 1.02816
N3 1.07912 -0.46281 -1.87044
N4 -0.96044 1.05717 -1.93263
N5 1.50874 -0.39959 -0.53431
N6 -1.02017 1.41823 -0.58318
C5 2.14278 -0.59528 -2.68246
C6 -1.34865 2.11128 -2.67774
H8 1.97775 -0.61383 -3.75257
H9 -1.43708 2.03478 -3.75218
C7 3.31418 -0.65847 -1.93304
C8 -1.56730 3.22492 -1.85166
C9 2.89180 -0.45486 -0.60175
C10 -1.34623 2.75471 -0.54951
H10 4.30872 -0.86154 -2.32975
H11 -1.87271 4.21278 -2.15570
H12 3.56229 -0.31270 0.23696
H13 -1.40361 3.28197 0.38531
H14 3.83543 1.39542 2.55089
F1 -1.91800 -0.78147 5.74517
C11 -1.87067 -0.91955 4.40306
F2 -1.51899 -2.18703 4.07104
F3 -3.10660 -0.65978 3.89550
S1 -0.51774 0.24908 3.71107
O1 -1.05989 1.57190 3.66677
O2 0.75216 -0.02067 4.32677
O3 -0.51457 -0.33064 2.29535

No. 2
ORCA calculation (ωB97M-V/def2-TZVPD) on a 2-piece molecular cluster, C4H10O2 overall at a distorted geometry.

Output
- ΔE to the lowest compared entry with this formula, charge and spin (kcal/mol) = 102.3
- ⟨S²⟩ = 0.758
- multiplicity = 2
- HOMO (alpha / beta) (eV) = -11.7588 / -11.7577
- orbital gap (alpha / beta) (Eh) = 0.1814 / 0.0592
- largest force on an atom (eV/Å) = 7.453
- total charge = +1
- LUMO energy (alpha / beta) (eV) = -6.8236 / -10.1471

Cartesian coordinates (Å):
C1 -3.00260 0.74676 2.87495
O1 -1.80219 -0.14862 2.77329
C2 -3.21315 1.27725 4.25378
H1 -2.84564 1.39507 2.04868
H2 -3.89120 -0.02968 2.59427
H3 -1.47639 -0.05779 3.68487
H4 -2.55551 0.75734 4.94436
H5 -2.64471 2.39911 4.34591
H6 -4.16342 1.46991 4.47616
O2 3.87273 -1.51412 -3.61473
C3 3.23336 -0.46016 -3.83357
C4 1.82529 -0.23497 -3.40639
H7 3.69127 0.22514 -4.44000
H8 1.54273 -0.86258 -2.58985
H9 1.31512 -0.82728 -4.24707
H10 1.40607 0.85934 -3.41841

No. 3
ORCA calculation (ωB97M-V/def2-TZVPD) on one molecule with the formula C16H15N3O3S.

Output
- ΔE to the lowest compared entry with this formula, charge and spin (kcal/mol) = 14.7
- multiplicity = 1
- HOMO (eV) = -8.4685
- orbital gap (Eh) = 0.3343
- largest force on an atom (eV/Å) = 0.895
- total charge = 0
- LUMO energy (eV) = 0.6278

Cartesian coordinates (Å):
C1 3.73819 -0.14913 0.82800
C2 3.28423 1.20716 1.26393
C3 4.20986 2.19898 1.56248
C4 3.81026 3.46161 1.96212
C5 2.46249 3.75832 2.07054
C6 1.52459 2.78891 1.76798
C7 1.92315 1.51793 1.36231
C8 0.88089 0.48735 1.08889
O1 0.93105 -0.66399 1.48547
N1 -0.14974 0.96727 0.34200
N2 -1.25287 0.30512 -0.10376
C9 -1.77638 -0.71268 0.44477
N3 -2.91872 -1.23426 -0.13408
C10 -3.56145 -2.25625 0.50057
O2 -4.55063 -2.80124 0.07344
C11 -2.88496 -2.58725 1.80727
S1 -1.35147 -1.60957 1.89678
H1 -2.65464 -3.65082 1.86185
H2 -3.53747 -2.33085 2.64275
C12 -3.37769 -0.74082 -1.42197
C13 -2.38326 -1.04094 -2.49323
C14 -1.87772 -2.22641 -2.94201
C15 -0.92985 -1.89750 -3.94078
C16 -0.93255 -0.53998 -4.02124
O3 -1.80588 -0.01367 -3.14801
H3 -0.38459 0.14225 -4.64026
H4 -0.33570 -2.57869 -4.51428
H5 -2.15168 -3.20563 -2.60656
H6 -3.51974 0.34058 -1.36304
H7 -4.33021 -1.24577 -1.61078
H8 -0.05703 1.86579 -0.11276
H9 0.47206 3.01032 1.87498
H10 2.14279 4.73818 2.39149
H11 4.55061 4.21261 2.19448
H12 5.26365 1.97347 1.48441
H13 3.38019 -0.36657 -0.17791
H14 4.82314 -0.21408 0.83612
H15 3.32708 -0.90977 1.48806

No. 4
ORCA calculation (ωB97M-V/def2-TZVPD) on a 2-piece molecular cluster, C6H12N2 overall at a distorted geometry.

Output
- ΔE to the lowest compared entry with this formula, charge and spin (kcal/mol) = 22.4
- multiplicity = 1
- HOMO (eV) = -8.5888
- orbital gap (Eh) = 0.3493
- largest force on an atom (eV/Å) = 2.707
- total charge = 0
- LUMO energy (eV) = 0.9157

Cartesian coordinates (Å):
C1 -0.70356 -0.46123 -1.52086
C2 2.38408 1.25703 -1.00348
C3 0.75527 -0.09012 -1.27700
C4 1.82500 -0.89394 -0.98819
N1 1.12847 1.19508 -1.45482
N2 2.86875 -0.00101 -0.76794
H1 2.97769 2.18247 -0.95797
H2 3.86273 -0.21438 -0.75912
H3 1.74324 -1.96835 -0.74148
H4 -0.89318 -0.69688 -2.58875
H5 -1.34736 0.31454 -1.08474
H6 -0.89113 -1.43415 -1.15643
C5 -1.73792 0.81977 1.81639
C6 -1.70911 -0.65380 1.56675
H7 -0.88256 1.21305 2.41306
H8 -1.96293 1.53972 1.04328
H9 -2.47292 1.10431 2.57445
H10 -0.84670 -0.98597 1.00809
H11 -1.39810 -1.14809 2.50234
H12 -2.69978 -1.07806 1.37642